Record 1
{
  "formula": "C33H36N6SbSe2V",
  "method": "ωB97M-V/def2-TZVPD",
  "mol_weight_g_mol": 847.32,
  "energy_ev": -206658.7349,
  "de_lowest_kcal_mol": 0.0,
  "fmax_ev_per_a": 2.63,
  "e_lumo_ev": [-3.109, -3.784],
  "multiplicity": 4,
  "charge": 1,
  "e_homo_ev": [-9.24, -9.59],
  "elements": ["V", "C", "C", "C", "C", "C", "C", "N", "C", "C", "C", "C", "C", "C", "N", "N", "C", "C", "C", "C", "C", "N", "H", "H", "H", "H", "H", "H", "H", "H", "H", "H", "H", "H", "H", "Se", "Se", "C", "C", "C", "C", "C", "N", "C", "C", "C", "C", "C", "N", "H", "H", "H", "H", "H", "H", "H", "H", "C", "C", "Sb", "C", "C", "C", "C", "H", "H", "H", "H", "H", "H", "H", "H", "H", "H", "H", "H", "H", "H", "H"],
  "positions_angstrom": [[-0.715, 0.107, -0.479], [-1.943, -5.319, 0.374], [-0.652, -4.827, 0.485], [-0.434, -3.470, 0.713], [-1.502, -2.585, 0.838], [-2.800, -3.093, 0.737], [-3.018, -4.444, 0.504], [-1.266, -1.187, 0.988], [-1.832, -0.511, 2.033], [-2.330, -1.088, 3.228], [-2.820, -0.286, 4.229], [-2.855, 1.119, 4.108], [-2.399, 1.712, 2.963], [-1.885, 0.912, 1.930], [-1.491, 1.379, 0.670], [-1.704, 2.619, 0.323], [-1.461, 2.789, -1.038], [-1.819, 3.982, -1.658], [-1.725, 4.076, -3.028], [-1.281, 2.977, -3.765], [-0.912, 1.843, -3.084], [-0.964, 1.743, -1.740], [-2.113, -6.376, 0.205], [0.194, -5.501, 0.402], [0.573, -3.090, 0.823], [-3.638, -2.412, 0.845], [-4.033, -4.816, 0.419], [-2.302, -2.166, 3.343], [-3.188, -0.746, 5.140], [-3.248, 1.723, 4.917], [-2.427, 2.786, 2.828], [-2.190, 4.795, -1.044], [-2.008, 4.993, -3.532], [-1.221, 3.007, -4.846], [-0.550, 0.974, -3.616], [0.483, -1.841, -2.010], [1.535, -1.140, -3.973], [2.384, 0.506, -3.421], [3.554, 0.864, -4.081], [4.132, 2.076, -3.742], [3.517, 2.879, -2.790], [2.354, 2.418, -2.198], [1.803, 1.238, -2.498], [-1.411, -1.680, -2.414], [-2.098, -2.516, -3.271], [-3.478, -2.398, -3.330], [-4.113, -1.456, -2.539], [-3.353, -0.649, -1.714], [-2.021, -0.765, -1.652], [3.990, 0.217, -4.833], [5.055, 2.388, -4.213], [3.932, 3.840, -2.511], [1.835, 3.007, -1.451], [-1.561, -3.241, -3.866], [-4.053, -3.049, -3.978], [-5.191, -1.350, -2.548], [-3.797, 0.109, -1.084], [2.562, 3.181, 1.693], [2.159, 1.932, 2.485], [1.539, 0.285, 1.266], [1.485, -1.226, 2.800], [1.987, -0.792, 4.178], [3.435, -0.326, 0.457], [4.563, -0.419, 1.490], [2.939, 3.954, 2.365], [1.714, 3.607, 1.152], [3.357, 2.964, 0.971], [1.325, 2.143, 3.155], [2.988, 1.566, 3.089], [2.082, -2.053, 2.411], [0.455, -1.570, 2.866], [3.031, -0.474, 4.161], [1.915, -1.629, 4.878], [1.389, 0.025, 4.585], [3.696, 0.374, -0.338], [3.249, -1.293, -0.019], [4.734, 0.542, 1.985], [5.503, -0.707, 1.009], [4.351, -1.163, 2.263]]
}

=====

Record 2
{
  "formula": "C33H36N9NiO3S4SeSi",
  "method": "ωB97M-V/def2-TZVPD",
  "mol_weight_g_mol": 900.72,
  "energy_ev": -211972.8904,
  "de_lowest_kcal_mol": 30.9,
  "fmax_ev_per_a": 2.36,
  "e_lumo_ev": [0.465, 0.467],
  "multiplicity": 3,
  "charge": -1,
  "e_homo_ev": [-2.48, -4.57],
  "elements": ["Ni", "S", "C", "C", "N", "C", "S", "C", "N", "S", "N", "C", "C", "C", "C", "C", "N", "C", "C", "N", "C", "C", "C", "C", "C", "N", "H", "H", "H", "H", "H", "H", "C", "C", "C", "C", "O", "Si", "S", "O", "C", "C", "C", "C", "O", "C", "C", "C", "C", "H", "H", "H", "H", "H", "H", "H", "H", "H", "H", "H", "H", "H", "H", "H", "H", "H", "H", "H", "H", "H", "H", "H", "H", "H", "H", "H", "Se", "N", "C", "C", "C", "C", "N", "C", "N", "H", "H", "H"],
  "positions_angstrom": [[-0.602, 3.283, 0.995], [-0.410, 1.607, 2.707], [-1.538, 0.366, 2.841], [-1.783, 0.033, 4.220], [-1.934, -0.236, 5.332], [-2.200, -0.336, 1.843], [-1.697, -0.097, 0.121], [-3.231, -1.262, 2.135], [-4.102, -1.978, 2.352], [5.263, 7.929, -0.412], [5.259, 6.363, -0.074], [3.979, 5.982, -0.130], [3.520, 4.673, 0.278], [4.315, 3.592, 0.563], [3.730, 2.381, 0.979], [2.357, 2.311, 1.083], [1.536, 3.331, 0.860], [2.102, 4.566, 0.414], [1.210, 5.560, 0.022], [-0.134, 5.324, 0.227], [-1.022, 6.229, -0.153], [-0.652, 7.469, -0.684], [0.698, 7.761, -0.809], [1.620, 6.836, -0.446], [3.078, 7.048, -0.496], [3.674, 8.213, -0.706], [5.381, 3.719, 0.475], [4.400, 1.549, 1.193], [1.944, 1.380, 1.518], [-2.096, 5.954, -0.071], [-1.469, 8.163, -0.898], [1.059, 8.741, -1.110], [-1.595, -4.410, 2.813], [-0.258, -4.113, 2.094], [0.369, -2.923, 2.789], [0.664, -5.314, 2.157], [-0.588, -3.811, 0.709], [0.272, -2.878, -0.357], [0.253, -0.751, -0.007], [-0.321, -3.271, -1.807], [-1.372, -3.937, -2.484], [-2.714, -3.159, -2.244], [-0.998, -3.931, -3.973], [-1.489, -5.393, -2.014], [1.855, -3.225, -0.322], [2.868, -3.320, -1.356], [4.081, -2.615, -0.820], [3.136, -4.787, -1.521], [2.403, -2.667, -2.636], [-1.333, -4.714, 3.829], [-2.229, -5.125, 2.302], [-2.193, -3.511, 2.885], [0.450, -3.251, 3.830], [-0.290, -2.078, 2.680], [1.358, -2.638, 2.418], [1.028, -5.521, 3.156], [1.547, -5.132, 1.519], [0.128, -6.221, 1.875], [-2.606, -2.158, -2.632], [-2.795, -3.127, -1.196], [-3.562, -3.665, -2.647], [-0.873, -2.891, -4.279], [-1.827, -4.386, -4.574], [-0.091, -4.502, -4.088], [-1.798, -5.486, -0.973], [-0.546, -5.870, -2.109], [-2.225, -5.918, -2.618], [4.400, -3.138, 0.089], [3.864, -1.603, -0.448], [4.868, -2.582, -1.547], [3.363, -5.282, -0.599], [3.964, -4.946, -2.235], [2.219, -5.280, -1.908], [2.098, -1.626, -2.515], [1.622, -3.271, -3.088], [3.276, -2.756, -3.299], [-5.108, 4.813, 2.866], [-6.006, 3.979, 1.543], [-5.055, 3.588, 0.717], [-5.253, 2.942, -0.572], [-4.179, 2.739, -1.366], [-2.849, 2.971, -0.855], [-2.612, 3.522, 0.301], [-3.682, 3.891, 1.044], [-3.480, 4.640, 2.111], [-6.228, 2.767, -0.985], [-4.173, 2.277, -2.333], [-2.015, 2.600, -1.490]]
}

=====

Record 3
{
  "formula": "C33H37AsKN5O7S",
  "method": "ωB97M-V/def2-TZVPD",
  "mol_weight_g_mol": 761.77,
  "energy_ev": -144610.2903,
  "de_lowest_kcal_mol": 0.4,
  "fmax_ev_per_a": 0.59,
  "e_lumo_ev": 4.010,
  "multiplicity": 1,
  "charge": -2,
  "e_homo_ev": -3.16,
  "elements": ["K", "O", "C", "O", "C", "C", "C", "C", "C", "N", "C", "O", "O", "H", "H", "H", "O", "C", "C", "O", "O", "C", "C", "C", "C", "C", "C", "C", "C", "C", "C", "C", "C", "H", "H", "H", "H", "H", "H", "H", "H", "H", "H", "H", "S", "C", "N", "C", "C", "C", "N", "H", "H", "H", "H", "H", "H", "H", "H", "N", "C", "C", "C", "N", "C", "C", "H", "H", "H", "H", "H", "H", "C", "As", "C", "C", "H", "H", "H", "H", "H", "H", "H", "H", "H"],
  "positions_angstrom": [[0.025, -0.941, -0.567], [2.201, -4.625, 2.003], [1.784, -3.742, 1.221], [0.955, -2.835, 1.475], [2.392, -3.771, -0.198], [3.271, -4.785, -0.563], [3.735, -4.819, -1.871], [3.315, -3.849, -2.768], [2.466, -2.846, -2.313], [2.026, -2.823, -1.056], [2.028, -1.705, -3.257], [2.122, -1.945, -4.470], [1.642, -0.656, -2.681], [3.551, -5.517, 0.181], [4.416, -5.602, -2.189], [3.620, -3.833, -3.805], [0.005, 1.572, -1.677], [-1.203, 1.966, -2.327], [-2.308, 0.818, -2.370], [-3.128, 0.934, -3.295], [-2.266, -0.017, -1.441], [-1.817, 3.063, -1.473], [-1.220, 3.464, -0.283], [-1.818, 4.430, 0.517], [-3.014, 5.018, 0.135], [-3.616, 4.621, -1.054], [-3.027, 3.648, -1.846], [-0.838, 2.424, -3.735], [-0.780, 3.760, -4.113], [-0.340, 4.123, -5.382], [0.064, 3.153, -6.285], [0.028, 1.814, -5.909], [-0.424, 1.456, -4.651], [0.534, 1.027, -2.285], [-0.294, 3.002, 0.027], [-1.346, 4.710, 1.453], [-3.482, 5.769, 0.762], [-4.558, 5.063, -1.359], [-3.507, 3.305, -2.755], [-1.078, 4.529, -3.413], [-0.306, 5.171, -5.657], [0.415, 3.435, -7.271], [0.363, 1.043, -6.591], [-0.433, 0.410, -4.367], [-2.490, -2.389, 4.807], [-2.291, -3.443, 3.497], [-1.144, -4.071, 3.230], [-1.050, -5.028, 2.141], [-1.780, -4.475, 0.932], [-3.234, -4.249, 1.316], [-3.340, -3.736, 2.689], [-0.286, -3.628, 3.524], [-1.516, -5.971, 2.457], [0.006, -5.207, 1.957], [-1.721, -5.158, 0.085], [-1.303, -3.537, 0.648], [-3.793, -5.188, 1.250], [-3.703, -3.532, 0.639], [-4.169, -3.221, 2.931], [-2.822, 1.642, 5.510], [-1.851, 1.778, 4.521], [-1.833, 0.922, 3.427], [-0.836, 1.064, 2.484], [0.118, 1.996, 2.529], [0.063, 2.836, 3.558], [-0.880, 2.777, 4.571], [-3.221, 0.715, 5.549], [-2.536, 1.966, 6.420], [-2.540, 0.108, 3.349], [-0.800, 0.338, 1.681], [0.833, 3.603, 3.589], [-0.850, 3.486, 5.390], [4.406, -0.327, -0.145], [2.842, 0.437, 0.753], [3.492, 0.303, 2.599], [3.264, 2.333, 0.478], [5.330, 0.180, 0.143], [4.247, -0.243, -1.220], [4.472, -1.386, 0.105], [4.498, 0.716, 2.701], [3.491, -0.745, 2.898], [2.801, 0.848, 3.243], [4.277, 2.575, 0.809], [2.537, 2.921, 1.038], [3.156, 2.572, -0.580]]
}

=====

Record 4
{
  "formula": "C33H37BF2O2S",
  "method": "ωB97M-V/def2-TZVPD",
  "mol_weight_g_mol": 546.53,
  "energy_ev": -55860.2759,
  "de_lowest_kcal_mol": 18.5,
  "fmax_ev_per_a": 2.17,
  "e_lumo_ev": -2.443,
  "multiplicity": 1,
  "e_homo_ev": -6.24,
  "elements": ["C", "C", "C", "F", "C", "C", "C", "C", "C", "C", "F", "C", "C", "C", "C", "C", "C", "H", "H", "H", "H", "H", "H", "H", "H", "H", "H", "H", "H", "H", "C", "C", "C", "C", "C", "B", "C", "C", "C", "C", "C", "S", "O", "C", "C", "C", "C", "C", "C", "O", "C", "C", "H", "H", "H", "H", "H", "H", "H", "H", "H", "H", "H", "H", "H", "H", "H", "H", "H", "H", "H", "H", "H", "H", "H", "H"],
  "positions_angstrom": [[-4.693, 0.684, -4.062], [-3.710, 0.419, -2.981], [-3.315, -0.880, -2.697], [-3.873, -1.872, -3.461], [-2.433, -1.198, -1.687], [-1.941, -0.183, -0.793], [-1.235, -0.567, 0.405], [-1.515, -1.841, 0.980], [-2.867, -2.156, 1.310], [-3.153, -3.392, 1.846], [-4.432, -3.681, 2.258], [-2.204, -4.402, 2.006], [-2.654, -5.672, 2.623], [-0.905, -4.140, 1.553], [-0.550, -2.868, 1.137], [-2.359, 1.142, -1.087], [-3.132, 1.418, -2.200], [-4.721, 1.756, -4.273], [-4.423, 0.136, -4.974], [-5.716, 0.395, -3.785], [-2.210, -2.249, -1.524], [-0.458, 0.079, 0.797], [-3.651, -1.400, 1.219], [-1.821, -6.346, 2.822], [-3.193, -5.484, 3.560], [-3.346, -6.208, 1.963], [-0.167, -4.945, 1.541], [0.489, -2.592, 0.992], [-2.105, 1.963, -0.416], [-3.344, 2.436, -2.520], [-1.243, 6.042, -1.597], [-0.638, 4.677, -1.412], [-0.474, 4.052, -0.162], [0.171, 2.813, -0.101], [0.751, 2.249, -1.250], [1.756, 1.064, -1.100], [-0.325, -0.793, 3.050], [-0.485, -0.839, 4.397], [0.554, -0.151, 5.211], [1.470, 0.557, 4.474], [2.558, 1.461, 4.920], [1.073, 0.274, 2.808], [1.487, -0.267, -1.406], [2.692, -0.995, -1.037], [2.561, -1.701, 0.313], [2.863, -2.043, -2.116], [3.754, 0.189, -0.967], [4.919, -0.013, -0.021], [4.196, 0.676, -2.363], [2.950, 1.269, -0.431], [0.520, 2.835, -2.500], [-0.146, 4.047, -2.556], [-0.558, 6.811, -1.218], [-1.367, 6.232, -2.670], [-2.228, 6.187, -1.140], [-0.776, 4.557, 0.755], [0.254, 2.251, 0.830], [-1.297, -1.393, 4.841], [0.565, -0.049, 6.281], [2.709, 1.328, 5.986], [3.506, 1.237, 4.433], [2.376, 2.524, 4.727], [3.542, -1.906, 0.753], [1.989, -1.140, 1.067], [2.109, -2.689, 0.179], [3.796, -2.597, -1.978], [2.017, -2.741, -2.062], [2.841, -1.561, -3.096], [5.563, -0.821, -0.384], [5.502, 0.910, 0.035], [4.592, -0.243, 0.999], [4.835, -0.058, -2.860], [3.337, 0.901, -3.018], [4.758, 1.612, -2.251], [0.899, 2.359, -3.406], [-0.296, 4.532, -3.510]]
}

=====

Question: What is the multiplicity in the first record?
Answer: 4